# 1
Here is a molecular structure, C56H46BrClF5N3O5PPb at a distorted geometry from the Open Molecules 2025 dataset. Energies are from ωB97M-V/def2-TZVPD.

Values from the calculation:
Total charge: -1
E, Eh: -6769.8655

Structure (XYZ):
```
119
C56H46BrClF5N3O5PPb, DFT ωB97M-V/def2-TZVPD
Pb 0.08 0.48 -1.10
O 5.29 -4.27 1.51
C 4.21 -3.53 1.16
C 3.22 -3.99 0.30
C 2.17 -3.14 0.01
N 2.05 -1.91 0.51
C 2.99 -1.51 1.34
Br 2.79 0.23 2.04
C 4.10 -2.26 1.71
H 5.26 -5.12 1.04
H 3.27 -4.98 -0.13
H 1.37 -3.46 -0.65
H 4.84 -1.87 2.38
C 0.31 -2.28 -5.17
C 0.26 -2.21 -3.64
C 1.30 -3.11 -2.99
C -1.16 -2.48 -3.16
C -1.72 -3.84 -3.59
O -2.33 -4.37 -2.40
C -2.00 -3.51 -1.39
N -1.32 -2.48 -1.70
C -2.54 -3.92 -0.07
C -3.32 -5.09 -0.08
C -3.96 -5.54 1.06
C -3.83 -4.83 2.24
C -3.04 -3.70 2.26
C -2.37 -3.21 1.14
P -1.26 -1.72 1.39
C -2.48 -0.63 2.26
C -3.14 0.27 1.44
C -4.08 1.15 1.95
C -4.37 1.14 3.30
C -3.71 0.25 4.14
C -2.77 -0.63 3.63
C -0.25 -2.38 2.78
C 0.11 -3.72 2.84
C 1.03 -4.17 3.78
C 1.60 -3.28 4.68
C 1.25 -1.94 4.62
C 0.35 -1.49 3.68
H 1.29 -1.97 -5.53
H -0.43 -1.61 -5.61
H 0.12 -3.30 -5.53
H 0.50 -1.18 -3.37
H 1.03 -4.17 -3.05
H 1.43 -2.85 -1.94
H 2.27 -2.99 -3.48
H -1.78 -1.67 -3.55
H -0.95 -4.54 -3.92
H -2.49 -3.77 -4.36
H -3.43 -5.63 -1.00
H -4.56 -6.44 1.02
H -4.34 -5.15 3.14
H -2.93 -3.17 3.20
H -2.88 0.33 0.39
H -4.55 1.87 1.29
H -5.09 1.84 3.71
H -3.92 0.25 5.20
H -2.26 -1.30 4.30
H -0.32 -4.43 2.15
H 1.31 -5.22 3.80
H 2.32 -3.63 5.41
H 1.71 -1.23 5.31
H 0.12 -0.43 3.61
F 3.54 0.07 -1.41
C 3.34 1.42 -1.30
C 2.06 1.91 -1.25
C 1.95 3.28 -1.16
F 0.74 3.86 -1.11
C 3.05 4.13 -1.13
F 2.91 5.46 -1.04
C 4.32 3.58 -1.18
F 5.40 4.38 -1.13
C 4.47 2.21 -1.27
F 5.71 1.68 -1.31
C 0.65 5.48 4.43
C 1.89 4.68 4.13
C 2.96 4.79 5.01
C 4.18 4.20 4.76
Cl 5.48 4.38 5.91
C 4.39 3.48 3.59
C 3.33 3.34 2.72
C 2.08 3.91 2.97
O 1.17 3.66 2.00
C -0.22 3.52 2.30
C -0.89 2.73 1.17
O -1.93 3.17 0.70
O -0.29 1.64 0.86
H 0.82 6.08 5.32
H -0.23 4.86 4.61
H 0.41 6.16 3.61
H 2.84 5.39 5.91
H 5.35 3.03 3.38
H 3.45 2.77 1.80
H -0.72 4.48 2.37
H -0.34 2.95 3.22
C -4.96 2.58 -1.99
C -4.51 1.29 -1.76
C -3.22 0.93 -2.13
C -2.34 1.85 -2.72
C -2.81 3.15 -2.94
C -4.10 3.50 -2.59
N -1.03 1.46 -3.00
C -0.51 1.69 -4.25
C -1.33 1.86 -5.39
C -0.79 1.99 -6.66
C 0.58 1.94 -6.86
C 1.40 1.78 -5.76
C 0.88 1.65 -4.48
H -5.97 2.86 -1.71
H -5.16 0.56 -1.30
H -2.87 -0.09 -1.98
H -2.14 3.88 -3.38
H -4.44 4.52 -2.75
H -2.41 1.89 -5.26
H -1.46 2.11 -7.50
H 1.00 2.05 -7.86
H 2.48 1.75 -5.88
H 1.54 1.55 -3.64
```


# 2
Here is a molecular structure, C56H48AsN2P3S5SiV from the Open Molecules 2025 dataset. Energies are from ωB97M-V/def2-TZVPD.

Values from the calculation:
Multiplicity: 3
Total charge: -1
Expectation value of S²: 2.064
Energy relative to the best compared isomer or geometry (same formula, charge and spin), kcal/mol: 25.9

Structure (XYZ):
```
117
C56H48AsN2P3S5SiV, DFT ωB97M-V/def2-TZVPD
V 0.25 -0.90 0.58
C 2.06 -4.63 -3.97
C 3.12 -3.75 -3.80
C 2.87 -2.41 -3.53
C 1.57 -1.94 -3.42
C 0.51 -2.84 -3.58
C 0.75 -4.17 -3.86
P 1.10 -0.25 -2.92
C 0.71 0.46 -4.58
C 1.01 -0.17 -5.78
C 0.66 0.42 -7.00
C 0.01 1.65 -7.02
C -0.29 2.28 -5.83
C 0.05 1.69 -4.62
C 2.68 0.59 -2.51
C 3.72 0.65 -3.44
C 4.94 1.20 -3.10
C 5.15 1.68 -1.82
C 4.12 1.63 -0.89
C 2.87 1.10 -1.21
Si 1.38 1.18 -0.03
C 1.53 2.13 1.64
C 2.15 3.39 1.69
C 2.21 4.14 2.85
C 1.65 3.65 4.02
C 1.04 2.40 4.01
C 0.95 1.65 2.84
P 0.11 0.01 2.86
C 0.87 -0.86 4.30
C 0.18 -1.90 4.91
C 0.75 -2.62 5.94
C 2.03 -2.31 6.39
C 2.72 -1.27 5.79
C 2.15 -0.55 4.75
C -1.60 0.18 3.52
C -2.46 -0.85 3.12
C -3.75 -0.94 3.63
C -4.20 0.01 4.53
C -3.37 1.06 4.91
C -2.08 1.14 4.41
C 0.35 2.48 -0.99
C 0.86 3.66 -1.56
C 0.02 4.58 -2.17
C -1.35 4.33 -2.23
C -1.87 3.17 -1.69
C -1.01 2.25 -1.08
P -1.63 0.82 -0.12
C -2.63 1.87 1.04
C -3.97 1.69 1.34
C -4.65 2.60 2.15
C -3.98 3.69 2.69
C -2.63 3.87 2.41
C -1.96 2.97 1.60
C -2.88 0.06 -1.24
C -2.79 0.22 -2.62
C -3.66 -0.45 -3.47
C -4.63 -1.28 -2.94
C -4.72 -1.47 -1.57
C -3.84 -0.81 -0.73
H 2.25 -5.68 -4.17
H 4.14 -4.11 -3.84
H 3.71 -1.76 -3.34
H -0.51 -2.49 -3.44
H -0.08 -4.86 -3.97
H 1.51 -1.12 -5.78
H 0.91 -0.09 -7.92
H -0.26 2.10 -7.97
H -0.81 3.24 -5.83
H -0.21 2.19 -3.69
H 3.57 0.26 -4.44
H 5.74 1.23 -3.83
H 6.11 2.09 -1.53
H 4.29 2.00 0.12
H 2.60 3.79 0.79
H 2.70 5.11 2.85
H 1.71 4.21 4.95
H 0.66 1.99 4.94
H -0.82 -2.16 4.58
H 0.20 -3.44 6.39
H 2.49 -2.88 7.18
H 3.73 -1.02 6.11
H 2.72 0.23 4.27
H -2.11 -1.57 2.39
H -4.39 -1.75 3.31
H -5.21 -0.05 4.92
H -3.73 1.82 5.59
H -1.45 1.97 4.71
H 1.93 3.85 -1.54
H 0.42 5.49 -2.60
H -2.01 5.05 -2.71
H -2.94 2.99 -1.72
H -4.53 0.87 0.92
H -5.70 2.44 2.36
H -4.51 4.40 3.32
H -2.10 4.71 2.82
H -0.92 3.14 1.38
H -2.02 0.86 -3.04
H -3.56 -0.31 -4.54
H -5.31 -1.81 -3.61
H -5.46 -2.14 -1.16
H -3.88 -1.01 0.34
S 3.41 -3.95 2.54
As 3.35 -2.62 0.92
S 2.68 -0.60 1.53
S 1.42 -2.90 -0.32
S 4.84 -2.52 -0.53
C 0.81 -5.91 0.59
N -0.31 -5.01 0.32
C -0.06 -3.64 0.61
N 0.14 -3.32 2.01
S -1.37 -2.57 -0.06
H 0.51 -6.93 0.32
H 1.06 -5.90 1.64
H 1.71 -5.64 0.03
H -0.63 -5.09 -0.63
H 1.04 -3.65 2.36
H -0.62 -3.72 2.55
```


# 3
Here is 10 unconnected molecules or ions with the total composition C56H48N10O18 at a distorted geometry from the Open Molecules 2025 dataset. Energies are from ωB97M-V/def2-TZVPD.

Values from the calculation:
Multiplicity: 2
Total charge: -1
E, Eh: -4063.7821
Expectation value of S²: 0.767

Structure (XYZ):
```
132
C56H48N10O18, DFT ωB97M-V/def2-TZVPD
C 0.00 2.05 0.68
C 0.54 0.75 0.28
N 0.90 -0.30 -0.02
H -0.95 2.24 0.17
H 0.83 2.73 0.48
H -0.14 2.16 1.75
C 1.51 4.23 -1.82
C 2.44 3.20 -2.07
C 3.61 3.13 -1.44
C 3.90 4.20 -0.56
C 3.06 5.32 -0.39
C 1.81 5.26 -0.95
N 5.15 4.11 0.23
O 5.30 4.76 1.28
O 6.02 3.34 -0.21
H 0.57 4.30 -2.36
H 2.18 2.50 -2.85
H 4.29 2.31 -1.65
H 3.27 6.15 0.26
H 1.22 6.14 -0.80
C -2.88 -1.33 0.83
C -3.74 -0.57 1.55
C -5.10 -0.79 1.54
C -5.62 -1.88 0.80
C -4.72 -2.72 0.16
C -3.37 -2.43 0.10
N -7.07 -2.13 0.78
O -7.77 -1.14 1.12
O -7.50 -3.22 0.45
H -1.83 -1.10 0.88
H -3.35 0.27 2.10
H -5.76 -0.21 2.16
H -5.07 -3.55 -0.43
H -2.66 -3.10 -0.38
C -7.22 2.01 -0.33
C -7.33 3.30 0.03
C -6.16 4.14 0.07
C -4.98 3.67 -0.45
C -4.88 2.39 -0.97
C -5.99 1.54 -0.81
N -3.85 4.63 -0.54
O -2.78 4.16 -0.99
O -4.02 5.79 -0.17
H -8.04 1.32 -0.37
H -8.24 3.73 0.41
H -6.18 5.15 0.46
H -4.04 1.97 -1.52
H -5.90 0.52 -1.16
C 5.94 -1.05 4.17
C 6.22 0.06 3.39
C 5.16 0.88 2.98
C 3.88 0.58 3.44
C 3.65 -0.63 4.16
C 4.70 -1.51 4.49
N 2.65 1.38 3.12
O 2.72 2.36 2.42
O 1.60 1.08 3.69
H 6.75 -1.72 4.40
H 7.25 0.32 3.20
H 5.31 1.79 2.42
H 2.69 -0.90 4.59
H 4.48 -2.51 4.85
C -0.40 3.46 7.28
C -0.64 2.58 6.19
C -1.34 3.07 5.08
C -1.81 4.40 5.02
C -1.58 5.18 6.17
C -0.92 4.75 7.30
N -2.49 4.98 3.88
O -2.85 6.19 3.95
O -2.59 4.28 2.93
H 0.07 3.01 8.14
H -0.20 1.59 6.25
H -1.44 2.41 4.24
H -1.97 6.19 6.18
H -0.80 5.41 8.15
C 1.34 -3.42 -3.62
C 1.12 -4.68 -4.17
C -0.12 -5.31 -4.01
C -1.24 -4.62 -3.43
C -1.04 -3.36 -2.86
C 0.25 -2.79 -2.93
N -2.56 -5.27 -3.42
O -3.38 -4.93 -2.56
O -2.70 -6.23 -4.16
H 2.31 -2.95 -3.66
H 1.87 -5.20 -4.74
H -0.19 -6.30 -4.45
H -1.80 -2.79 -2.35
H 0.43 -1.81 -2.51
C 5.59 -1.14 0.09
C 6.61 -0.98 -0.85
C 6.28 -0.86 -2.18
C 4.96 -0.88 -2.60
C 3.94 -1.02 -1.65
C 4.26 -1.22 -0.33
N 4.65 -0.69 -4.01
O 5.48 -0.80 -4.86
O 3.44 -0.52 -4.25
H 5.86 -1.41 1.10
H 7.59 -0.93 -0.40
H 7.04 -0.73 -2.94
H 2.88 -1.03 -1.88
H 3.54 -1.56 0.39
C -0.27 -0.38 -6.62
C 0.29 0.43 -5.60
C -0.34 0.59 -4.41
C -1.65 0.05 -4.27
C -2.20 -0.77 -5.24
C -1.49 -0.91 -6.45
N -2.34 0.15 -2.89
O -3.50 -0.31 -2.80
O -1.75 0.74 -1.99
H 0.37 -0.63 -7.45
H 1.28 0.79 -5.83
H 0.14 1.21 -3.66
H -3.17 -1.21 -5.10
H -1.92 -1.47 -7.28
C 1.09 -6.07 -0.43
C 0.41 -6.76 0.60
C 0.01 -6.08 1.69
C 0.26 -4.68 1.85
C 0.96 -3.98 0.85
C 1.36 -4.69 -0.31
N -0.40 -3.92 2.91
O -0.73 -2.76 2.61
O -0.65 -4.43 4.00
H 1.34 -6.62 -1.32
H 0.28 -7.83 0.59
H -0.51 -6.60 2.47
H 1.16 -2.93 0.94
H 2.02 -4.17 -0.98
```